DFT (the ωB97M-V functional and the def2-TZVPD basis) results for C39H113Br6N19O8P6 as an isolated structure in a non-equilibrium geometry.

Last column: Mulliken charge in e.
Element x y z (Å)
C (0.399117, -0.970719, -1.521059)  0.189
N (-1.051853, -0.980459, -1.215229)  0.913
O (-1.717933, -1.534799, -2.091319)  -0.586
O (-1.404623, -0.295519, -0.287249)  -0.075
H (0.710067, -1.990769, -1.746689)  -0.180
H (0.976247, -0.850309, -0.604259)  -0.340
H (0.728507, -0.141699, -2.147419)  -0.061
O (0.881877, 5.747171, 1.223811)  -0.888
P (-0.040923, 5.305211, 0.098811)  0.296
N (0.578517, 3.990601, -0.866339)  0.510
C (0.947067, 2.680261, -0.377009)  -0.782
C (1.335397, 4.358751, -2.162859)  -0.844
N (-0.449873, 6.531281, -0.996889)  0.287
C (-0.364813, 7.979341, -0.667099)  -1.022
C (-1.407573, 6.223811, -2.060139)  -1.286
N (-1.592363, 4.670961, 0.600621)  0.546
C (-2.232303, 5.186131, 1.844601)  -1.065
C (-2.457733, 3.861651, -0.283239)  -1.353
H (0.293477, 2.350851, 0.430701)  0.195
H (1.979277, 2.534131, -0.058749)  0.508
H (0.772397, 1.875981, -1.091659)  0.008
H (0.797447, 5.007721, -2.853909)  0.332
H (1.757377, 3.512411, -2.704829)  0.011
H (2.090617, 5.106861, -1.921869)  0.486
H (0.586857, 8.256161, -0.213439)  0.292
H (-0.404583, 8.526561, -1.608949)  0.361
H (-1.243843, 8.368721, -0.153499)  0.321
H (-1.404173, 5.145131, -2.216799)  0.346
H (-2.461953, 6.499851, -2.046789)  0.332
H (-1.069913, 6.682531, -2.989479)  0.410
H (-1.791333, 6.137011, 2.143721)  0.303
H (-3.320603, 5.223781, 1.796871)  0.404
H (-1.992923, 4.591171, 2.725971)  0.224
H (-1.971603, 3.332881, -1.103109)  0.354
H (-3.306033, 4.452701, -0.628409)  0.206
H (-2.786483, 2.985571, 0.275781)  0.594
O (6.209727, -2.807969, 1.892381)  -0.900
P (5.359567, -1.966829, 2.784911)  0.143
N (6.170287, -0.634099, 3.551241)  0.171
C (7.375347, -1.039269, 4.228201)  -1.121
C (6.376527, 0.641251, 2.891181)  -0.888
N (4.676867, -2.835589, 4.179511)  0.590
C (5.261817, -4.132679, 4.489981)  -1.293
C (4.066587, -2.250729, 5.337191)  -1.072
N (4.046397, -1.428559, 1.955191)  0.660
C (3.876047, -1.623009, 0.497041)  0.218
C (2.889247, -0.757499, 2.683931)  -1.058
H (7.154677, -1.820779, 4.955281)  0.259
H (7.767507, -0.217889, 4.827901)  0.402
H (8.098257, -1.257249, 3.442081)  0.352
H (5.372717, 0.966251, 2.617591)  0.175
H (6.862717, 0.449481, 1.934651)  0.335
H (6.767317, 1.384081, 3.586591)  0.395
H (4.650607, -4.942019, 4.889331)  0.312
H (5.714687, -4.533569, 3.583171)  0.433
H (6.137537, -4.064979, 5.135451)  0.384
H (3.175347, -1.717209, 5.006811)  0.028
H (3.802887, -2.924869, 6.152111)  0.452
H (4.800727, -1.563739, 5.758101)  0.427
H (3.311307, -0.737179, 0.206381)  0.080
H (4.848167, -1.651249, 0.004811)  -0.140
H (3.328897, -2.526859, 0.229131)  0.053
H (2.137077, -1.479459, 3.001911)  -0.147
H (2.333417, -0.196679, 1.932511)  0.333
H (3.095247, 0.009201, 3.430811)  0.482
O (1.341737, 0.025711, -7.183339)  -0.941
P (1.828187, 1.409871, -7.431389)  -0.063
N (1.842617, 2.296281, -5.980079)  0.865
C (2.299347, 3.720771, -5.813759)  -0.850
C (0.826757, 1.979971, -4.926269)  -0.492
N (0.877397, 2.372441, -8.432519)  0.333
C (0.674907, 1.865161, -9.756509)  -1.245
C (-0.303603, 3.183641, -8.052339)  -0.900
N (3.427527, 1.360881, -8.132759)  0.298
C (3.917747, 2.459101, -8.961639)  -1.001
C (4.261157, 0.213891, -7.910309)  -0.691
H (2.224137, 4.108981, -4.798009)  0.107
H (1.623687, 4.344271, -6.399279)  0.356
H (3.288427, 3.883291, -6.242039)  0.258
H (-0.051883, 2.614631, -5.041679)  0.313
H (1.107807, 2.044661, -3.875119)  -0.317
H (0.482907, 0.945681, -4.915819)  0.228
H (0.792107, 2.654161, -10.499379)  0.342
H (1.483257, 1.195711, -10.050659)  0.380
H (-0.331593, 1.447221, -9.737159)  0.393
H (-0.084763, 3.792431, -7.175079)  0.171
H (-0.609673, 3.925561, -8.789889)  0.346
H (-1.188213, 2.574021, -7.868129)  0.366
H (4.989907, 2.462041, -8.765269)  0.410
H (3.623927, 2.390931, -10.009069)  0.229
H (3.418647, 3.375581, -8.646899)  0.343
H (5.265807, 0.379921, -8.299189)  0.362
H (4.134117, -0.750039, -8.403059)  0.248
H (3.976187, -0.162749, -6.927949)  0.060
O (-2.316913, 1.458521, 6.502221)  -0.836
P (-1.417473, 0.432601, 5.944261)  0.383
N (0.233117, 0.523681, 6.483041)  0.296
C (1.324337, -0.375109, 6.121621)  -0.153
C (0.609127, 1.480191, 7.563151)  -1.150
N (-1.206633, 0.569111, 4.227811)  0.460
C (-0.783033, 1.853281, 3.646551)  -0.923
C (-0.982753, -0.637069, 3.408021)  0.181
N (-2.024763, -1.216969, 6.305371)  0.379
C (-1.583963, -1.935689, 7.434741)  -0.974
C (-3.440013, -1.445129, 5.952861)  -1.110
H (2.242357, 0.207281, 6.043111)  0.570
H (1.114607, -0.704849, 5.104091)  -0.565
H (1.337337, -1.236219, 6.789771)  0.205
H (-0.213693, 2.134141, 7.851991)  0.374
H (1.418567, 2.106651, 7.188411)  0.353
H (0.818437, 0.994051, 8.516021)  0.324
H (-1.575363, 2.367151, 3.102261)  0.349
H (-0.469923, 2.597291, 4.379011)  0.423
H (0.092067, 1.610801, 3.043641)  0.214
H (-1.942793, -1.146979, 3.327911)  -0.146
H (-0.657223, -0.425139, 2.389581)  -0.039
H (-0.179733, -1.315799, 3.695391)  -0.503
H (-1.043433, -1.235489, 8.071641)  0.287
H (-2.284853, -2.648759, 7.868761)  0.376
H (-0.786323, -2.588859, 7.080841)  0.199
H (-3.334003, -2.143389, 5.122631)  0.277
H (-3.930493, -0.588739, 5.490111)  0.263
H (-4.036303, -2.018239, 6.662841)  0.434
O (-8.669433, 0.155921, -0.200049)  -0.836
P (-7.168133, 0.212401, -0.185309)  0.110
N (-6.523353, 1.800481, -0.095879)  0.582
C (-6.620123, 2.601101, -1.334299)  -1.049
C (-6.804393, 2.630301, 1.071691)  -1.206
N (-6.391113, -0.496609, -1.595999)  0.342
C (-4.960853, -0.492029, -1.686399)  -0.756
C (-7.230383, -0.925319, -2.736009)  -0.952
N (-6.478373, -0.742549, 1.038331)  0.257
C (-5.306643, -0.246899, 1.769021)  -0.800
C (-7.027463, -2.059069, 1.363071)  -1.047
H (-6.257063, 2.051541, -2.202789)  0.352
H (-5.815923, 3.329751, -1.232119)  0.246
H (-7.618043, 3.028201, -1.433519)  0.301
H (-6.750483, 3.715441, 0.984211)  0.429
H (-6.154433, 2.375851, 1.908891)  0.157
H (-7.870813, 2.461431, 1.221111)  0.434
H (-4.375103, -1.187929, -1.085819)  0.066
H (-4.658253, -0.732889, -2.705479)  0.431
H (-4.444453, 0.440151, -1.457309)  0.205
H (-7.676173, -0.017639, -3.142809)  0.332
H (-6.630543, -1.431629, -3.492279)  0.334
H (-8.077963, -1.489259, -2.346549)  0.273
H (-5.062533, -1.011719, 2.506281)  0.256
H (-4.562003, 0.021471, 1.019621)  0.281
H (-5.707963, 0.532321, 2.416981)  0.256
H (-6.628683, -2.428189, 2.307961)  0.378
H (-6.975323, -2.759889, 0.529871)  0.340
H (-8.095563, -2.078229, 1.579601)  0.299
O (0.419337, -2.722979, 1.158771)  -0.325
P (-0.021913, -4.158329, 1.175871)  -0.399
N (0.600497, -5.234109, 2.433611)  0.613
C (0.900507, -6.665979, 2.246071)  -1.283
C (0.860247, -4.627289, 3.780831)  -0.942
N (0.299437, -4.927939, -0.401589)  0.228
C (1.772687, -5.171979, -0.659279)  -0.951
C (-0.427223, -4.867179, -1.703639)  -0.922
N (-1.756843, -4.352149, 1.213181)  0.678
C (-2.651363, -3.216349, 1.723831)  -0.383
C (-2.347893, -5.630199, 1.468651)  -1.216
H (0.254057, -7.239419, 2.910431)  0.323
H (1.930647, -6.867159, 2.540091)  0.328
H (0.776067, -6.908539, 1.190721)  0.502
H (1.822387, -4.115149, 3.771031)  0.275
H (0.810157, -5.430899, 4.515551)  0.413
H (0.000827, -3.975579, 3.938241)  0.136
H (2.144497, -5.808849, 0.143381)  0.308
H (1.802497, -5.612209, -1.655979)  0.463
H (2.319897, -4.229849, -0.626949)  -0.058
H (-0.278683, -5.818429, -2.214669)  0.458
H (-1.502533, -4.774069, -1.551549)  0.215
H (-0.052603, -4.122649, -2.406089)  0.172
H (-2.479433, -2.357759, 1.074711)  -0.237
H (-3.695223, -3.501679, 1.593271)  0.485
H (-2.335873, -3.055199, 2.754651)  0.134
H (-1.718273, -6.339349, 0.931261)  0.356
H (-3.334563, -5.642089, 1.005581)  0.411
H (-2.411313, -5.739749, 2.551271)  0.235
C (5.063117, 0.114401, -3.391179)  -0.270
Br (6.134397, 1.487471, -4.478289)  -0.067
Br (3.280807, 0.845011, -2.664969)  0.443
Br (6.177727, -0.876409, -2.076229)  -0.082
H (4.861837, -0.730599, -4.049639)  0.022
C (2.644457, -3.621279, -5.126759)  -0.426
Br (1.009997, -2.614689, -4.553979)  0.121
Br (2.445467, -5.588919, -5.318799)  -0.070
Br (4.206327, -3.383929, -3.895629)  -0.025
H (2.870177, -3.262139, -6.130839)  0.455

Force components x, y, z for each atom (eV/Å):
1.5870 -0.9211 1.8578
1.3720 0.7107 -2.1367
-0.4046 0.3562 1.5208
-1.1108 -0.4124 0.1782
-0.2837 0.3139 -1.0215
-0.5245 0.4081 0.4458
-0.7160 -0.4990 -0.5755
-2.0986 -0.4904 -2.0454
-0.1560 -1.0808 1.2454
0.1054 1.6231 -2.1028
-0.6106 -0.5341 0.6998
-0.3716 1.3351 1.5959
-0.0412 0.4504 0.3058
0.1332 -0.4936 -0.8703
0.6849 -0.6815 -0.7602
1.3145 0.1480 -0.1945
1.0908 -0.3272 -0.0399
0.3482 -0.4420 1.0757
0.0079 0.4061 0.3554
0.2444 0.5055 0.1567
-0.1261 0.2662 -0.7100
-0.9885 -0.6576 -0.0657
-0.1588 -0.0133 0.5686
0.8451 -0.5468 0.3217
-0.2949 -0.2861 0.3837
0.2085 -0.1151 -0.3305
0.0971 -0.2788 0.6377
0.0504 0.0768 -0.1281
-0.1306 0.3914 1.1900
0.3280 0.0384 -0.1583
-0.2899 0.3496 -0.4626
0.0731 0.2287 -0.4385
-0.0213 -0.6027 -0.1084
0.4871 0.7953 -0.1755
-0.1230 -0.1469 -0.1514
-0.6094 0.1209 0.3964
-0.4528 0.4577 0.9531
-0.2249 -0.4391 1.3173
-1.4064 -0.8272 0.2785
0.0957 0.0742 0.2136
-2.0329 -0.7892 -0.8586
0.7876 -1.4482 -1.4002
1.6206 -0.3313 -1.2281
0.2116 1.6241 -0.2038
-0.9144 1.3262 1.1924
0.2404 0.4527 0.9510
0.0589 -0.4953 -1.8253
0.3379 -0.4791 -0.3935
-0.0758 0.2126 -0.0516
0.5715 -0.6710 0.4648
-0.0403 0.4385 -0.1472
0.8572 0.7567 0.0795
0.4688 -0.2005 -0.3413
-0.7780 0.5298 0.0480
-0.1884 -0.0640 -0.2197
0.0588 0.2370 0.6058
0.0688 0.1350 0.5124
0.0136 -0.5160 -0.4945
-0.2626 0.5627 0.4499
0.0745 -0.1244 -0.6157
-0.2991 0.0494 0.2525
-0.1531 -0.0206 0.2277
0.2654 -0.2150 0.4138
0.0859 0.0951 -0.3229
0.7251 -0.4908 0.2614
0.4330 0.7125 -0.0900
0.5351 -0.0140 0.6866
0.0301 0.2814 1.8541
-0.6115 -0.7624 -1.5094
-0.3698 -0.6195 -0.5928
0.4508 0.8432 0.2131
0.4529 0.0267 -0.6455
0.7347 0.0009 1.0362
-2.9809 0.8638 -0.1221
-0.6361 -0.3222 0.7211
-0.4703 -1.2137 0.0504
0.2760 -0.6314 0.0680
-0.0224 0.3715 -0.0655
0.1209 -0.2046 0.3111
-0.1808 0.1320 -0.0473
0.8996 0.6823 -0.2794
0.0855 -0.1097 -0.9267
-0.5589 0.3464 -0.0353
-0.3985 -0.6591 0.2629
0.1345 -0.5140 -0.8879
-0.0954 -0.3437 0.1725
0.5223 -0.2498 -0.5682
0.0012 -0.2525 0.1423
0.0531 0.5802 -0.5737
0.5272 -0.4088 -0.3168
0.4185 0.1797 0.2541
0.4704 0.6518 1.3651
-1.3429 0.0573 -1.3426
1.4204 0.4104 0.7753
0.6139 0.1639 -0.0816
1.1998 -1.4251 -0.6812
-1.5064 1.0013 1.2487
-1.5139 0.4563 -0.8952
-1.0560 -0.3540 -0.3248
-0.3164 -0.9616 1.3846
0.1859 -0.4086 0.6076
-0.5396 0.3284 -0.2538
-1.0361 3.2629 -1.6663
2.5993 -0.5217 -0.0600
1.0414 -0.8166 -1.9893
0.1879 -0.2451 0.4623
0.1492 -0.3592 0.0491
0.6227 -0.0373 0.0607
-0.2290 0.0226 -0.6064
0.2181 -0.1075 0.3027
0.6812 -0.3244 -0.0858
-0.0281 -0.3676 -0.4391
0.0978 -0.3001 0.4161
-0.0950 0.4638 -0.3800
0.3156 -0.3371 -0.0274
-0.3619 0.6447 -0.1153
-0.1692 -0.1530 0.7231
-0.4855 -0.3352 1.0226
-0.3839 0.8037 0.3067
0.3873 -0.5263 0.1649
-0.5988 -0.3636 -0.4280
-0.0963 0.2320 0.6818
0.1124 0.7357 0.5556
1.6865 -0.1733 -0.3757
0.0510 -1.2943 -0.8583
0.8594 -0.7031 -0.7689
1.1868 -0.5883 0.5327
-1.0795 -0.6567 0.3708
-1.5061 0.8221 1.5698
1.0767 -0.1390 -0.6326
0.0014 1.2873 0.9937
-0.5698 0.8798 -0.2271
-1.6852 -0.4522 0.2668
-0.9082 0.3279 -0.1213
-0.7028 -0.3953 -0.0621
-0.4459 0.6706 0.0507
0.1095 0.1481 -0.3766
0.5227 -0.0808 -0.9263
-0.4022 -0.1538 0.1006
-0.1332 0.0719 1.1665
-0.5565 -0.6183 0.4197
-0.0960 0.0241 -0.1505
-0.4448 0.6279 -0.0135
-0.0802 -0.0599 -0.6450
-0.1640 -0.1439 0.2148
0.2173 -0.4406 -0.2882
0.7869 -0.1977 -0.4530
0.5077 0.2158 0.8304
0.9035 0.6561 -0.1611
0.6159 -0.1284 -0.3575
0.7152 -0.2612 0.0316
-0.2973 0.7327 -0.0823
-0.3812 -1.3347 0.9795
-1.6157 -1.6019 -2.0424
-0.1778 1.4177 -1.6912
0.0004 1.1815 0.2135
-0.7436 -0.5960 -1.7710
1.1930 -0.0403 1.5020
-1.7469 0.5549 0.6348
-0.2926 -0.2729 1.1905
0.6046 2.6683 -0.2443
1.9632 -1.1574 -1.0476
0.6306 0.2518 -0.4057
-0.1617 -0.2962 -0.2572
0.1872 -0.0542 -0.0810
-0.2171 -0.2686 0.2456
-0.0537 0.1319 0.3768
0.1776 0.0797 0.0443
0.3630 0.4293 0.5090
0.3460 -0.1565 -0.4034
0.5499 -0.1951 0.2510
0.1841 0.0124 -0.2462
0.0611 -0.2435 0.1033
0.1004 0.3331 0.0821
-0.0538 0.3921 0.3384
0.0974 0.2388 0.4213
0.1056 -0.1813 0.2917
-0.7014 0.4160 0.0654
-0.1789 -0.6124 0.5409
-0.1161 -0.1737 0.1557
-0.1487 -0.9005 0.1108
0.3475 0.2080 0.0082
-1.2347 -1.2816 1.3030
2.2567 -0.7145 -0.6548
-0.4730 1.1902 -0.6287
-0.5175 0.7209 -0.2191
-0.0983 -0.3864 0.5164
1.3847 -0.9952 -0.4522
-0.3657 1.0903 0.1257
-1.1371 0.2438 -0.7900
0.1674 0.0840 0.4367

Computed properties:
multiplicity: 1
HOMO-LUMO gap: 6.94 eV
electronic energy: -20688.142144 hartree
maximum force: 0.0740 Eh/bohr
net charge: 0
molecular weight: 1641.73 g mol⁻¹